The following is a DFT calculation (the ωB97M-V functional and the def2-TZVPD basis) of 2 unconnected molecules or ions with the total composition CClF2NO.

Each line ends with the natural charge from an NBO analysis.
Geometry (Å):
C1 -0.63 -0.35 -0.03  0.541
N1 1.78 0.10 0.24  0.251
O1 1.93 1.21 -0.01  -0.156
F1 -0.97 -1.14 0.99  -0.320
F2 -0.77 -1.03 -1.17  -0.322
Cl1 -1.35 1.21 -0.01  0.006

## Properties
Energy relative to the best compared isomer or geometry (same formula, charge and spin) in eV: 1.820
Kohn-Sham gap (spin up / spin down) in eV: 7.4 / 7.4
Lowest unoccupied orbital energy (spin up / spin down) in eV: -0.802 / -0.823
Spin multiplicity: 1